(1)
{
  "formula": "C8H12N2O2",
  "method": "ωB97M-V with the def2-TZVPD basis set",
  "smiles": "C#CCN(CN)C(=O)OCC=C",
  "homo_lumo_gap_ev": 7.4,
  "species": ["C", "C", "C", "N", "C", "N", "C", "O", "O", "C", "C", "C", "H", "H", "H", "H", "H", "H", "H", "H", "H", "H", "H", "H"],
  "positions_angstrom": [[2.8548, -2.0692, 1.2714], [2.2863, -1.8113, 0.2481], [1.6020, -1.1302, -0.8565], [0.6455, -0.1402, -0.3557], [1.2657, 0.9786, 0.3536], [1.2309, 2.2264, -0.4235], [-0.2624, 0.2615, -1.3390], [-0.0992, 0.1555, -2.5239], [-1.4253, 0.7657, -0.8252], [-2.4172, -0.2726, -0.6969], [-3.1068, -0.1186, 0.6234], [-2.4094, 0.2486, 1.7716], [3.3759, -2.2843, 2.1729], [1.0504, -1.8842, -1.4169], [2.3316, -0.6856, -1.5404], [2.3014, 0.7437, 0.6077], [0.7562, 1.1279, 1.3064], [1.8921, 2.8532, 0.0232], [1.6200, 2.0725, -1.3505], [-1.9325, -1.2512, -0.7266], [-3.1342, -0.2041, -1.5207], [-4.1742, -0.3307, 0.6885], [-2.1542, -0.5148, 2.5089], [-2.0975, 1.2633, 2.0002]],
  "forces_ev_per_angstrom": [[0.0655, -0.1937, -0.0369], [0.0867, 0.9120, 0.3322], [-0.0052, -0.5413, -0.2842], [0.4720, -0.1464, -0.3232], [0.0312, 0.4749, 0.5711], [0.1096, -0.1609, 0.0430], [-0.6669, 0.3547, -0.2659], [0.1803, -0.3598, 0.1385], [0.4149, -0.1791, -0.0791], [-1.0308, 2.2699, -0.2230], [0.8614, 0.2193, 0.6423], [-0.4449, -0.2532, -0.2929], [-0.0231, -0.1727, -0.0272], [-0.0624, 0.1700, -0.2005], [0.0877, -0.0731, 0.0008], [-0.0994, -0.6253, -0.0920], [-0.1701, 0.2109, -0.1043], [-0.2160, 0.2540, 0.0127], [-0.0335, -0.1226, -0.0171], [-0.1224, -0.0992, 0.1986], [0.2391, -0.0604, -0.2183], [0.4005, -2.0626, 0.1684], [-1.9231, 0.4832, 1.1391], [1.8489, -0.2986, -1.0821]],
  "mulliken_charge": [0.0139, -0.3502, -0.5815, 0.2950, -0.7024, -0.5669, 0.2526, -0.5682, -0.3258, -0.1898, -0.4406, -0.6324, 0.3866, 0.3580, 0.3145, 0.4599, 0.2584, 0.2766, 0.2272, 0.2408, 0.3745, 0.3731, 0.2264, 0.3006]
}

(2)
{
  "formula": "C22H38GeN4Sr",
  "method": "ωB97M-V with the def2-TZVPD basis set",
  "homo_lumo_gap_ev": 6.8,
  "species": ["Sr", "C", "C", "C", "C", "C", "C", "C", "C", "C", "C", "N", "C", "C", "C", "C", "C", "N", "H", "H", "H", "H", "H", "H", "H", "H", "H", "H", "H", "H", "H", "H", "H", "H", "H", "N", "C", "C", "C", "N", "H", "H", "H", "H", "H", "H", "H", "H", "H", "H", "C", "Ge", "C", "C", "C", "H", "H", "H", "H", "H", "H", "H", "H", "H", "H", "H"],
  "positions_angstrom": [[1.7032, -0.7490, 0.5333], [-2.9664, -2.6557, 1.0890], [-2.3045, -2.2833, -0.2387], [-3.0253, -1.1472, -0.9134], [-3.9125, -1.3967, -1.9521], [-4.6236, -0.3682, -2.5477], [-4.4471, 0.9293, -2.0990], [-3.5582, 1.2242, -1.0703], [-3.4385, 2.6420, -0.5659], [-4.1265, 2.8285, 0.7872], [-2.8419, 0.1704, -0.4835], [-1.9644, 0.4469, 0.6011], [-0.8557, 1.0113, 0.3151], [0.0530, 1.5366, 1.3194], [-0.2352, 2.0631, 2.5815], [0.9759, 2.5654, 3.0754], [1.9406, 2.2685, 2.1108], [1.3935, 1.6687, 1.0276], [-2.4409, -3.4766, 1.5828], [-3.9952, -2.9759, 0.9181], [-3.0001, -1.7968, 1.7610], [-2.3076, -3.1504, -0.9031], [-1.2563, -2.0169, -0.0867], [-4.0381, -2.4161, -2.2993], [-5.3095, -0.5768, -3.3585], [-5.0035, 1.7396, -2.5563], [-3.8859, 3.3102, -1.3040], [-2.3916, 2.9361, -0.4786], [-5.1869, 2.5810, 0.7160], [-4.0366, 3.8591, 1.1331], [-3.6776, 2.1742, 1.5357], [-0.5387, 1.1419, -0.7280], [-1.2135, 2.1342, 3.0314], [1.1354, 3.0906, 4.0044], [2.9960, 2.5069, 2.1274], [4.0734, -1.5803, 1.5571], [3.5265, -1.0463, 2.8360], [2.2488, -1.8295, 3.1735], [0.9521, -1.0137, 3.3292], [-0.0429, -1.5079, 2.3481], [4.3392, -2.5518, 1.6693], [4.8953, -1.0650, 1.2618], [3.2851, 0.0065, 2.6450], [4.2596, -1.0535, 3.6433], [2.4124, -2.4598, 4.0491], [2.0864, -2.5540, 2.3665], [1.1061, 0.0442, 3.0900], [0.5822, -1.0237, 4.3559], [-0.8305, -0.8664, 2.2571], [-0.3934, -2.4202, 2.6145], [4.3906, -0.5637, -2.3495], [2.5821, -0.0440, -2.9792], [2.4333, 1.8899, -2.6447], [2.5624, -0.2820, -4.9358], [1.2683, -1.0363, -1.9906], [5.1652, -0.2028, -3.0281], [4.4822, -1.6490, -2.2689], [4.5897, -0.1261, -1.3651], [3.3139, 2.4139, -3.0207], [2.3328, 2.0939, -1.5765], [1.5554, 2.2989, -3.1480], [3.3508, 0.3096, -5.4067], [1.6022, 0.0417, -5.3398], [2.7084, -1.3286, -5.2069], [1.2741, -2.0714, -2.3607], [0.2725, -0.6412, -2.2405]],
  "forces_ev_per_angstrom": [[0.0226, -0.0583, -0.9592], [-0.0030, -0.0011, -0.0137], [-0.0057, -0.0377, -0.0464], [0.0195, 0.0207, 0.0280], [-0.0118, -0.0199, -0.0236], [-0.0065, -0.0277, -0.0091], [0.0284, 0.0222, 0.0121], [-0.0093, -0.0341, -0.0252], [0.0045, -0.0202, 0.0218], [0.0076, -0.0030, 0.0008], [-0.0071, 0.0780, 0.0253], [-0.0560, -0.0202, -0.0306], [-0.0124, 0.1020, 0.0476], [0.0599, 0.0079, -0.0286], [-0.0393, 0.1731, -0.0584], [0.0162, -0.1403, 0.0957], [-0.0677, 0.1325, -0.1602], [0.0112, 0.1486, 0.2075], [0.0088, -0.0030, 0.0157], [0.0006, -0.0087, 0.0123], [0.0172, 0.0028, 0.0103], [0.0049, 0.0210, -0.0029], [0.0027, -0.0074, 0.0291], [-0.0042, 0.0020, 0.0004], [-0.0017, -0.0011, 0.0020], [0.0031, 0.0012, -0.0007], [-0.0018, 0.0004, 0.0022], [0.0140, 0.0113, -0.0081], [0.0003, -0.0010, 0.0007], [-0.0005, 0.0029, 0.0020], [-0.0052, 0.0048, 0.0019], [-0.0213, 0.0083, -0.0187], [-0.0110, 0.0025, -0.0127], [-0.0006, -0.0228, 0.0105], [0.0029, 0.0111, 0.0279], [-0.1406, 0.1976, 0.2727], [0.1706, 0.0893, -0.5014], [0.0901, -0.3079, 0.4914], [-0.3104, 0.1077, -0.2481], [0.1698, 0.0513, 0.2568], [0.0866, 0.0178, -0.0546], [0.0519, -0.0684, 0.0270], [0.0207, -0.0272, 0.2093], [-0.0631, -0.0934, 0.0671], [0.0130, 0.0993, 0.0422], [-0.0014, -0.1018, 0.0692], [0.1282, -0.0726, 0.1644], [0.0341, -0.0996, 0.0118], [-0.0513, -0.0664, 0.0614], [-0.1054, 0.0382, -0.0371], [-0.0275, 0.0203, 0.0005], [-0.0425, 0.0139, -0.0926], [-0.0064, -0.0403, 0.0177], [0.1028, 0.0226, -0.0039], [-0.1129, -0.1375, 0.0711], [0.0159, -0.0013, 0.0162], [0.0008, -0.0035, -0.0067], [0.0087, -0.0093, 0.0087], [-0.0058, 0.0162, 0.0006], [0.0069, 0.0296, -0.0062], [-0.0085, -0.0032, 0.0020], [-0.0114, -0.0112, -0.0218], [-0.0084, -0.0036, 0.0157], [-0.0037, -0.0071, 0.0146], [0.0354, -0.0059, 0.0019], [0.0040, 0.0097, -0.0056]],
  "mulliken_charge": [1.6197, -1.3406, 0.1504, 0.8068, -0.7549, -0.9728, -0.6981, 0.5454, -0.5972, -1.1317, -0.0729, -0.0723, 0.6758, -0.9494, -0.5979, -0.9869, -0.8875, -0.6026, 0.3313, 0.3946, 0.2786, 0.6268, -0.4248, 0.3986, 0.3956, 0.3886, 0.5028, 0.0900, 0.3323, 0.3824, 0.2536, 0.8974, 0.5284, 0.4766, 0.5945, -0.5253, -0.6401, -0.8601, -0.1622, -0.2957, 0.1805, 0.2018, 0.3658, 0.4176, 0.3719, 0.5634, -0.0540, 0.6204, -0.1287, 0.1870, -1.1476, 0.5748, -1.1393, -1.1727, -1.3710, 0.3649, 0.3388, 0.2564, 0.4218, 0.2420, 0.3139, 0.3480, 0.3327, 0.3511, 0.3335, 0.1298]
}

(3)
{
  "formula": "C6H16",
  "method": "ωB97M-V with the def2-TZVPD basis set",
  "smiles": "CC(C)C.CC",
  "homo_lumo_gap_ev": 10.9,
  "species": ["C", "C", "C", "C", "H", "H", "H", "H", "H", "H", "H", "H", "H", "H", "C", "C", "H", "H", "H", "H", "H", "H"],
  "positions_angstrom": [[-1.6485, 0.9878, -0.7976], [-1.0882, 0.0542, 0.1767], [-0.9452, 0.3914, 1.6105], [-1.9276, -1.3772, -0.0232], [-2.0472, 0.4479, -1.7883], [-0.9277, 1.6565, -1.1801], [-2.5994, 1.5355, -0.4575], [-0.0444, -0.2092, -0.2817], [-0.0041, 0.8956, 1.7323], [-1.8299, 0.9827, 2.0515], [-0.6135, -0.3071, 2.4005], [-1.6099, -1.6132, -1.0952], [-1.1997, -1.8763, 0.5713], [-2.9175, -1.4213, 0.1468], [2.3846, -0.7031, -0.1048], [2.8657, 0.6393, -0.8068], [2.2265, -0.4047, 0.9204], [1.4603, -1.1640, -0.4552], [3.1879, -1.5062, -0.1304], [3.4411, 1.1184, 0.1163], [2.0636, 1.3005, -1.1839], [3.5691, 0.6108, -1.6951]],
  "forces_ev_per_angstrom": [[-3.6486, 0.7462, -2.2453], [0.0213, -4.4129, -1.6999], [-0.2881, 1.6610, 2.1077], [6.7462, 2.2706, -2.4092], [1.0096, 0.8032, 2.1633], [0.6724, 1.3322, -0.1854], [1.4621, -0.4918, -0.2087], [-1.9287, 0.3076, 1.1952], [0.2188, 1.7988, -0.2081], [1.4416, -0.6946, -0.7167], [-1.1369, -1.1901, -0.8655], [-1.0774, -0.0752, 1.2847], [-0.5911, -1.8132, 0.8668], [-3.2079, -0.0666, 0.9280], [1.3173, -0.0842, -1.0321], [1.3062, 0.2387, 1.3411], [-0.1550, -0.3163, 0.4128], [0.2879, 0.1245, -0.3307], [-0.8639, 1.0758, 0.0650], [-1.0625, -0.2619, -2.4212], [0.0941, -0.3209, 0.7576], [-0.6173, -0.6310, 1.2007]],
  "mulliken_charge": [-1.2788, 1.3434, -1.3201, -1.3578, 0.2467, 0.3533, 0.2896, -0.6030, 0.3688, 0.2406, 0.3758, 0.3314, 0.3916, 0.4280, -0.6791, -0.6647, 0.2172, 0.3084, 0.3185, 0.1926, 0.1882, 0.3095]
}

(4)
{
  "formula": "C4H8O2",
  "method": "ωB97M-V with the def2-TZVPD basis set",
  "homo_lumo_gap_ev": 8.9,
  "species": ["C", "C", "O", "C", "C", "O", "H", "H", "H", "H", "H", "H", "H", "H"],
  "positions_angstrom": [[-1.9128, -0.6548, -0.5810], [-0.4821, -0.2200, -0.4211], [0.4220, -0.9584, -0.7822], [-0.2067, 1.1313, 0.1993], [2.7230, -0.1313, 1.2980], [2.8470, -0.1610, 0.0008], [-2.4697, -0.4937, 0.3483], [-2.3885, -0.0443, -1.3581], [-1.9430, -1.7058, -0.8742], [0.5860, 1.6469, -0.3506], [-1.1018, 1.7573, 0.2474], [1.7109, -0.6057, 1.5129], [0.1631, 0.9793, 1.2202], [2.0527, -0.5397, -0.4598]],
  "forces_ev_per_angstrom": [[0.0040, -0.0604, -0.0034], [0.1174, -0.1479, -0.0819], [-0.2647, 0.2935, 0.1324], [-0.0210, 0.0419, -0.0513], [-0.2308, -0.2126, -0.3903], [0.1025, 0.0528, 0.3050], [0.0737, -0.0093, -0.1311], [0.0611, -0.0418, 0.1239], [-0.0441, 0.1699, 0.0513], [-0.1233, -0.0931, 0.0605], [0.1369, -0.1288, -0.0503], [0.2824, 0.1017, 0.0331], [-0.0970, -0.0126, -0.1163], [0.0030, 0.0466, 0.1185]],
  "mulliken_charge": [-1.2344, 1.0517, -0.6540, -1.2038, -0.2469, -0.3021, 0.3386, 0.3157, 0.3387, 0.3609, 0.3268, 0.0925, 0.3241, 0.4922]
}

(5)
{
  "formula": "C4H11NO2",
  "method": "ωB97M-V with the def2-TZVPD basis set",
  "smiles": "CC(C)C(N)=O.O",
  "homo_lumo_gap_ev": 10.6,
  "species": ["C", "C", "C", "C", "N", "O", "H", "H", "H", "H", "H", "H", "H", "H", "H", "O", "H", "H"],
  "positions_angstrom": [[-0.4483, 1.1468, -1.1424], [-0.4030, -0.4476, -1.0814], [0.6127, -1.4132, -1.5280], [-0.7049, -0.9769, 0.4020], [-2.0421, -1.1664, 0.7686], [0.1926, -1.1414, 1.2094], [-1.1703, 1.4721, -0.4654], [0.6147, 1.5348, -0.9367], [-0.7763, 1.6108, -2.1413], [-1.3501, -0.6817, -1.6493], [0.2947, -2.2880, -2.0094], [1.0843, -1.7787, -0.6008], [1.4247, -0.8977, -2.1521], [-2.6226, -0.3472, 0.4922], [-2.1129, -1.3715, 1.7647], [2.7342, 2.5499, 2.9879], [1.7867, 2.4181, 2.6769], [2.8858, 1.7778, 3.4052]],
  "forces_ev_per_angstrom": [[3.4351, -0.8427, -2.0800], [-4.7666, -0.0305, 0.7764], [4.1945, 1.7366, -0.1330], [0.0329, 1.7539, 0.2735], [-0.0064, 1.1487, -0.3578], [-0.4783, -0.3856, -0.5641], [-0.8679, 0.6996, 1.4895], [-1.7553, -0.1727, 0.0389], [0.6371, -1.2208, 1.1570], [0.6482, -0.0219, 0.5666], [-0.9665, -0.8698, -1.0199], [0.5178, 0.2195, -0.6636], [-0.9810, -0.9340, 0.6844], [0.3754, -1.2262, 0.1378], [-0.0139, 0.1698, -0.2885], [-2.9793, 3.6118, -2.8012], [1.8122, 0.5020, 0.4446], [1.1621, -4.1378, 2.3394]],
  "mulliken_charge": [-1.1389, 0.5646, -1.2539, 0.2889, -0.4989, -0.5948, 0.3424, 0.2951, 0.2921, 0.1758, 0.3454, 0.3268, 0.2823, 0.2806, 0.2933, -0.6175, 0.3233, 0.2936]
}

(6)
{
  "formula": "C5H9N",
  "method": "ωB97M-V with the def2-TZVPD basis set",
  "homo_lumo_gap_ev": [8.7, 8.8],
  "species": ["C", "C", "C", "C", "C", "N", "H", "H", "H", "H", "H", "H", "H", "H", "H"],
  "positions_angstrom": [[1.7356, 0.1409, 1.3461], [1.0966, 0.4150, -0.0126], [-0.4373, 0.4689, 0.0461], [-2.1159, -0.1440, -2.3345], [-1.0240, -0.7939, 0.5133], [-1.4774, -1.7982, 0.8670], [1.4661, 0.9157, 2.0732], [1.4123, -0.8257, 1.7479], [2.8269, 0.1239, 1.2641], [1.4443, 1.3755, -0.4090], [1.3984, -0.3534, -0.7334], [-0.7728, 1.2690, 0.7165], [-0.8468, 0.7066, -0.9548], [-1.6735, -1.1640, -2.3972], [-3.0325, -0.3362, -1.7327]],
  "forces_ev_per_angstrom": [[0.0152, -0.0066, 0.0474], [0.0487, -0.0015, -0.0587], [-0.0163, 0.0479, 0.0033], [-0.2070, -0.4450, 0.1047], [-0.3924, -0.8454, 0.2919], [0.4588, 0.9697, -0.3278], [0.0291, -0.1052, -0.1051], [0.0420, 0.1404, -0.0626], [-0.1659, -0.0018, 0.0110], [-0.0545, -0.1371, 0.0503], [-0.0509, 0.1011, 0.0960], [0.0351, -0.1215, -0.0766], [0.0639, -0.0453, 0.1850], [0.0150, 0.2702, -0.0443], [0.1792, 0.1799, -0.1146]],
  "mulliken_charge": [-1.1398, -0.4558, -0.1619, -0.4927, 0.2323, -0.4304, 0.2941, 0.3446, 0.3353, 0.3235, 0.2646, 0.2773, 0.1421, 0.2326, 0.2342]
}